Entry from the OMol25 dataset: a molecular structure, C8H10CrN2 in a non-equilibrium geometry (ωB97M-V/def2-TZVPD).

Computed properties:
- charge = -1
- frontier orbital gap (spin up / spin down) (eV) = 6.08 / 5.68
- 2S+1 = 4
- electronic energy (hartree) = -1464.68022

Positions of all 21 atoms, in Å:
H1 0.71728 1.69742 -1.95005
C1 -0.12134 -1.38641 1.32503
C2 0.74022 -2.14833 0.34371
H2 -2.36241 0.91523 -1.75998
H3 2.78209 -1.21773 0.35372
H4 -1.84556 -0.00345 1.08237
C3 -0.22179 1.16945 -2.13126
H5 1.20915 -3.10880 0.57791
N1 1.80004 -1.14745 0.10338
H6 -0.15550 0.55358 -3.06686
H7 -2.13118 -1.13684 -1.35314
H8 0.22610 -1.23089 2.36072
C4 -0.22957 -2.17664 -0.87232
H9 -0.11648 -2.81866 -1.75492
C5 0.54781 1.53948 0.69553
H10 -1.53856 1.98970 -0.54337
C6 -1.40057 1.25222 -1.35470
C7 -1.35897 -1.38158 -0.61044
Cr1 0.31094 -0.00701 -0.60260
N2 0.69215 2.38152 1.50418
C8 -1.20673 -0.78570 0.69952

Entry from the OMol25 dataset: C8H10F2N2O2 in the gas phase in a non-equilibrium geometry (ωB97M-V/def2-TZVPD).

Computed properties:
- frontier orbital gap (spin up / spin down) (eV) = 7.61 / 8.00
- 2S+1 = 3
- electronic energy (hartree) = -770.36539
- energy above the lowest of the compared OMol25 structures with the same formula, charge and spin (kcal per mole) = 0.0

Positions of all 24 atoms, in Å:
O1 -1.49768 0.42740 0.08856
H1 0.84150 -2.07215 -1.71120
N1 2.97936 0.40215 0.67735
H2 1.79698 1.85846 1.41348
C1 -2.89109 0.60110 0.32749
C2 -3.29012 2.05788 0.13619
F1 2.11495 -0.02668 -2.37865
H3 -3.33135 -0.01344 -0.28222
C3 1.34050 -1.04284 0.01255
C4 2.72480 -0.79258 -0.02523
H4 -2.99119 0.24069 1.36800
C5 3.12555 -0.59258 -1.65601
C6 0.79855 0.14068 0.53729
H5 -2.99092 2.68296 1.02625
H6 -4.32134 2.19850 0.15565
C7 0.65698 -2.19135 -0.60900
O2 -0.84493 0.81836 2.22042
N2 1.81459 0.88536 0.96168
H7 -2.89013 2.41014 -0.88467
H8 -0.38073 -1.99922 -0.35222
C8 -0.58790 0.48574 1.08197
H9 1.25511 -3.04367 -0.13586
H10 3.41986 -1.56001 0.14984
F2 3.14865 -1.87488 -2.12166

Entry from the OMol25 dataset: a molecular structure, C8H10F3NOS in a non-equilibrium geometry (ωB97M-V/def2-TZVPD).

Computed properties:
- frontier orbital gap (eV) = 9.12
- electronic energy (hartree) = -1138.54892
- energy above the lowest of the compared OMol25 structures with the same formula, charge and spin (kcal per mole) = 0.0

Positions of all 24 atoms, in Å:
S1 2.20172 0.33620 -1.30590
C1 1.48729 0.79709 1.10463
H1 -0.33019 -1.60109 -1.33267
H2 -0.74179 1.74216 -2.05596
H3 4.48898 0.52209 -0.63145
H4 -2.70883 -1.43119 0.42894
F1 -1.36118 2.63631 0.56905
H5 3.45099 0.92375 1.97788
N1 -0.11013 -1.77190 0.80071
C2 -0.39256 0.60605 -0.56453
C3 0.96090 0.76065 -0.14557
F2 -1.96831 0.76075 1.19596
C4 -2.23871 -1.65956 -0.44795
C5 -1.55425 1.30895 0.05159
H6 -0.42161 -1.59656 1.74591
C6 -0.73118 -1.30376 -0.34915
H7 0.84822 -1.64642 0.64172
H8 -2.81665 -1.34441 -1.31800
C7 2.92789 0.85880 1.05307
C8 3.47303 0.51140 -0.16934
F3 -2.60904 1.48515 -0.70271
O1 -0.48646 0.76607 -1.98539
H9 0.99428 1.13198 1.94730
H10 -2.36241 -2.79251 -0.50814

Which of these has the highest electronic energy? C8H10F2N2O2

Which value of electronic energy does entry 2 give? -770.36539 hartree